The following is a quantum chemistry calculation of a cluster of 6 separate species, C23H49BINO19PS in total at a distorted geometry, from the OMol25 dataset.

Geometry as XYZ:
```
96
Properties=species:S:1:pos:R:3:forces:R:3
C -4.062 2.846 -3.131 0.38 -0.58 0.14
C -3.541 1.496 -3.635 -0.07 0.18 -0.79
O -2.510 0.907 -2.784 0.20 1.04 -0.27
B -2.977 0.410 -1.672 -0.36 -0.65 0.39
O -3.990 -0.459 -1.528 -0.72 0.33 0.10
S -2.103 1.003 -0.050 1.92 0.23 0.31
C -1.472 -0.541 0.706 0.38 -0.38 0.46
C -1.217 -0.454 2.212 -0.64 -0.31 -0.33
C -0.138 -1.433 2.683 -0.33 0.66 0.69
C 0.382 -0.986 4.061 0.09 0.21 -0.49
N 1.759 -0.469 3.957 -0.70 0.70 -0.44
C 2.161 0.159 5.140 0.52 2.03 -2.35
C 2.537 1.618 5.085 0.53 0.05 -0.70
O 2.226 -0.414 6.147 -0.16 -2.52 3.89
P -3.785 1.877 1.071 -1.74 0.32 -0.02
O -3.653 1.383 2.602 0.35 0.33 -0.28
I -3.176 4.249 1.157 0.17 -0.59 0.01
H -3.680 3.625 -3.772 -0.13 0.37 -0.09
H -5.140 2.819 -3.138 -0.35 0.27 -0.11
H -3.741 3.085 -2.118 0.10 -0.09 0.17
H -3.095 1.645 -4.602 0.41 -0.13 -0.24
H -4.343 0.790 -3.794 -0.20 -0.34 0.23
H -4.706 -0.106 -0.979 -0.01 -0.53 0.20
H -0.521 -0.725 0.220 0.19 0.33 -0.43
H -2.099 -1.380 0.447 -0.47 -0.08 -0.08
H -2.136 -0.747 2.704 -0.29 0.17 0.25
H -1.041 0.571 2.524 0.42 0.20 -0.04
H -0.614 -2.388 2.839 0.04 -0.55 -0.41
H 0.666 -1.507 1.962 0.29 -0.19 -0.05
H 0.282 -1.763 4.802 0.44 -0.28 0.14
H -0.252 -0.165 4.404 -0.27 0.01 0.21
H 1.741 0.262 3.253 0.11 -0.26 -0.32
H 3.035 1.860 4.150 -0.09 0.18 -0.27
H 1.678 2.267 5.220 -0.28 0.01 -0.08
H 3.241 1.833 5.870 0.13 -0.02 0.41
H -3.601 2.138 3.213 0.17 -0.25 0.14
C 5.539 -1.511 -1.259 0.02 0.02 -0.32
O 4.843 -1.885 -0.067 -0.09 -0.01 0.02
C 5.512 -1.650 1.066 -0.03 -0.02 0.03
O 6.607 -1.163 1.153 -0.08 -0.01 -0.01
O 4.742 -2.046 2.082 -0.09 -0.01 -0.01
C 5.315 -1.846 3.376 0.03 0.00 0.32
H 4.887 -1.755 -2.095 -0.11 -0.07 0.12
H 5.741 -0.441 -1.267 0.12 -0.03 0.09
H 6.466 -2.073 -1.357 0.06 0.09 0.09
H 5.497 -0.787 3.555 0.14 -0.01 -0.08
H 6.238 -2.413 3.485 0.06 0.10 -0.09
H 4.595 -2.203 4.107 -0.14 -0.06 -0.18
C 8.742 -7.071 5.285 0.22 -0.12 -0.07
O 7.405 -6.573 5.188 -0.07 0.03 0.00
C 6.994 -5.895 6.261 0.00 -0.03 -0.04
O 7.637 -5.683 7.255 -0.05 0.00 -0.05
O 5.740 -5.490 6.038 -0.02 0.00 -0.07
C 5.165 -4.744 7.112 -0.16 0.16 0.15
H 8.950 -7.597 4.357 -0.17 0.04 -0.05
H 9.450 -6.253 5.397 -0.03 0.00 0.12
H 8.833 -7.767 6.116 0.01 0.10 0.07
H 5.734 -3.834 7.294 0.08 -0.08 0.09
H 5.116 -5.348 8.016 0.12 0.04 0.03
H 4.156 -4.473 6.813 0.03 -0.11 -0.18
C -8.391 1.293 -7.509 -0.06 0.21 -0.15
O -8.490 -0.033 -6.983 0.03 -0.01 0.04
C -7.549 -0.354 -6.102 -0.09 -0.06 -0.08
O -6.653 0.364 -5.728 0.03 -0.02 0.10
O -7.763 -1.607 -5.703 0.01 0.05 0.01
C -6.823 -2.099 -4.751 0.11 -0.16 0.13
H -9.214 1.416 -8.207 -0.05 -0.17 0.04
H -8.487 2.030 -6.713 0.11 -0.02 0.03
H -7.451 1.427 -8.040 0.05 0.01 0.10
H -6.852 -1.504 -3.839 0.06 0.07 -0.05
H -5.817 -2.104 -5.169 0.01 0.10 0.03
H -7.114 -3.119 -4.517 -0.13 0.02 -0.11
C -2.262 6.951 -1.449 0.10 -0.21 -0.05
O -2.721 8.237 -1.842 -0.03 0.01 -0.01
C -2.519 9.188 -0.920 -0.03 0.15 -0.02
O -2.008 9.019 0.157 -0.05 -0.07 -0.06
O -2.981 10.335 -1.402 0.01 -0.09 -0.03
C -2.834 11.454 -0.520 -0.01 0.28 0.10
H -2.481 6.267 -2.265 -0.09 0.14 -0.08
H -1.187 6.960 -1.274 -0.02 0.02 0.12
H -2.786 6.617 -0.552 0.08 0.11 0.00
H -1.783 11.638 -0.307 0.00 -0.10 0.07
H -3.385 11.290 0.403 0.09 -0.07 0.03
H -3.248 12.316 -1.033 -0.04 -0.12 -0.14
C 1.592 -3.094 -6.392 0.06 0.03 -0.27
O 0.895 -3.465 -5.199 -0.05 0.01 0.07
C 1.565 -3.230 -4.074 -0.02 -0.07 -0.11
O 2.663 -2.746 -3.991 -0.05 0.02 0.08
O 0.803 -3.625 -3.048 -0.08 0.04 0.01
C 1.400 -3.432 -1.767 0.05 0.00 0.26
H 0.941 -3.337 -7.227 -0.12 -0.06 0.13
H 1.797 -2.025 -6.400 0.10 -0.02 0.08
H 2.517 -3.658 -6.487 0.05 0.08 0.08
H 1.598 -2.375 -1.588 0.16 -0.02 -0.07
H 2.320 -4.007 -1.677 0.07 0.12 -0.03
H 0.690 -3.790 -1.025 -0.11 -0.08 -0.15
```
Positions in Å, forces in eV/Å.

max |F| = 0.0901 hartree/bohr
total charge = +1
gap between HOMO and LUMO = 7.6 eV

Here are the Mulliken charges for atoms 1 to 2, given in e: atom 1 (C): -0.87, atom 2 (C): -0.15

The following is a quantum chemistry calculation of a structure of composition C23H49F8O17P4Tl at a distorted geometry, from the OMol25 dataset.

Geometry as XYZ:
```
102
Properties=species:S:1:pos:R:3:forces:R:3
Tl 14.512 13.014 -9.263 -0.27 0.06 -0.62
P 12.291 12.325 -6.978 -0.87 0.76 0.02
O 11.290 11.993 -5.949 -0.26 -0.18 0.01
O 12.835 11.151 -7.828 0.70 -0.37 0.32
O 13.693 12.661 -6.405 0.27 -0.39 -0.40
O 12.004 13.417 -8.013 0.18 0.04 0.18
C 12.642 7.822 -13.652 0.20 0.03 0.21
C 13.218 9.150 -14.101 -0.65 -0.57 -0.94
O 13.174 10.065 -13.012 0.30 -0.26 0.14
P 13.673 11.559 -13.198 -0.10 -0.79 0.21
O 13.914 12.210 -11.924 -0.05 0.57 0.74
O 14.900 11.486 -14.163 0.17 0.07 -0.79
C 16.171 11.012 -13.710 0.96 0.30 0.42
C 17.258 11.797 -14.429 -0.54 0.15 -0.40
O 12.610 12.203 -14.140 -0.50 0.51 -0.37
C 11.299 12.505 -13.573 -0.15 0.51 -0.27
C 10.683 13.584 -14.443 0.32 -0.03 -0.82
H 13.162 7.465 -12.761 -0.02 0.01 -0.02
H 11.583 7.916 -13.416 0.00 0.03 0.03
H 12.755 7.078 -14.441 -0.01 0.03 -0.03
H 14.213 9.019 -14.539 0.21 0.16 0.58
H 12.619 9.504 -14.955 -0.05 0.29 0.32
H 16.267 11.157 -12.630 -0.22 0.01 -0.04
H 16.268 9.944 -13.906 -0.20 0.10 -0.05
H 17.008 12.859 -14.434 -0.02 0.03 0.18
H 18.236 11.694 -13.965 0.01 -0.26 -0.01
H 17.286 11.495 -15.479 0.25 -0.03 0.06
H 10.694 11.598 -13.593 0.14 -0.06 0.12
H 11.435 12.869 -12.554 -0.03 -0.20 0.04
H 9.602 13.685 -14.354 0.04 -0.04 0.45
H 11.175 14.544 -14.293 -0.10 0.04 0.23
H 10.854 13.337 -15.498 0.01 -0.14 0.11
C 13.077 7.995 -9.140 0.08 0.16 -0.11
C 14.462 8.155 -8.551 -0.58 -0.28 0.79
O 15.481 7.889 -9.534 0.12 0.31 0.15
P 15.919 9.061 -10.506 0.20 -0.50 0.23
O 15.273 10.339 -10.239 -0.03 0.44 0.05
O 15.672 8.480 -11.950 0.01 0.10 0.09
C 16.196 7.189 -12.289 -0.03 -0.62 -0.01
C 16.873 7.263 -13.628 0.21 -0.62 -0.11
O 17.501 9.052 -10.441 0.04 0.27 -0.08
C 18.214 9.608 -9.318 0.35 -0.23 0.72
C 18.537 8.526 -8.302 -0.17 -0.72 -0.53
H 12.910 6.953 -9.412 -0.12 0.02 -0.05
H 12.316 8.326 -8.432 0.07 -0.14 0.12
H 12.957 8.630 -10.020 0.09 -0.03 -0.03
H 14.574 9.126 -8.066 0.19 0.16 -0.48
H 14.632 7.426 -7.756 0.01 -0.13 -0.16
H 16.895 6.820 -11.538 0.05 0.26 0.10
H 15.379 6.465 -12.297 -0.19 0.20 -0.06
H 16.197 7.617 -14.405 0.08 0.28 0.01
H 17.789 7.846 -13.553 -0.11 0.26 -0.21
H 17.167 6.252 -13.927 0.01 0.04 0.07
H 19.137 10.027 -9.712 -0.08 0.03 -0.19
H 17.665 10.405 -8.814 -0.25 0.07 -0.38
H 17.644 8.172 -7.788 0.00 0.30 0.24
H 18.901 7.635 -8.826 0.23 0.18 -0.02
H 19.302 8.845 -7.598 -0.13 0.12 0.11
C 15.744 17.611 -9.794 0.01 0.26 0.10
C 14.768 18.182 -10.800 0.10 0.23 0.35
O 14.573 17.286 -11.908 0.10 0.31 -0.14
P 13.397 16.225 -11.902 -0.44 0.35 0.30
O 13.469 15.246 -10.823 0.19 -0.39 0.05
O 12.042 17.035 -11.813 0.12 -0.05 -0.03
C 11.836 18.203 -12.608 -0.51 0.70 -0.17
C 11.242 19.299 -11.746 0.19 0.08 -0.03
O 13.409 15.763 -13.404 0.45 -0.05 -0.23
C 14.645 15.344 -14.034 0.12 -0.75 0.00
C 14.373 15.021 -15.484 0.85 -0.24 -0.07
H 15.239 16.827 -9.233 0.29 -0.21 -0.04
H 16.657 17.262 -10.275 -0.14 -0.26 -0.09
H 16.071 18.381 -9.091 -0.23 0.06 0.02
H 13.815 18.390 -10.307 -0.05 -0.11 -0.09
H 15.111 19.129 -11.220 0.11 -0.14 -0.13
H 12.764 18.548 -13.065 0.11 -0.15 0.02
H 11.124 18.001 -13.411 0.15 -0.41 -0.01
H 11.926 19.576 -10.945 -0.06 0.00 0.08
H 11.074 20.184 -12.363 -0.03 -0.02 0.01
H 10.291 18.989 -11.320 0.00 -0.04 0.06
H 15.436 16.087 -13.919 -0.34 0.33 -0.01
H 15.011 14.447 -13.520 -0.22 0.01 0.02
H 13.666 14.204 -15.593 -0.36 0.20 0.05
H 14.125 15.900 -16.074 -0.32 -0.03 0.06
H 15.308 14.625 -15.902 -0.03 0.13 0.04
C 16.141 13.804 -4.669 -0.44 -0.71 -0.29
C 16.960 12.536 -4.789 0.45 0.28 0.55
C 16.414 11.562 -5.821 -0.21 -1.32 0.24
F 16.362 12.067 -7.073 0.39 0.22 0.10
F 17.211 10.446 -5.845 0.09 0.48 -0.20
F 18.280 12.798 -4.989 -0.27 0.01 -0.28
F 16.888 11.871 -3.598 -0.06 -0.06 -0.13
O 16.508 14.432 -3.450 0.22 -0.31 -0.37
C 16.350 15.762 -3.459 -0.23 -0.24 0.48
C 16.690 16.262 -2.065 0.51 1.06 0.51
F 17.958 15.925 -1.713 -0.37 0.06 -0.30
F 16.609 17.628 -2.090 0.06 -0.45 0.07
F 17.095 16.361 -4.408 0.01 0.17 -0.05
F 15.052 16.085 -3.699 -0.01 0.25 -0.22
H 15.096 13.480 -4.647 0.00 0.25 0.13
H 16.275 14.441 -5.540 0.19 0.04 0.02
H 15.428 11.207 -5.518 -0.11 0.33 -0.12
H 16.004 15.891 -1.304 -0.08 -0.14 -0.14
```
Positions in Å, forces in eV/Å.

max |F| = 0.0264 hartree/bohr
gap between HOMO and LUMO = 5.6 eV

Here are the Mulliken charges for atoms 1 to 2, given in e: atom 1 (Tl): 1.30, atom 2 (P): 0.16